Record 1
{"formula": "C48H74GeIrN5P3Si", "method": "ωB97M-V/def2-TZVPD", "total_charge": 2, "multiplicity": 6, "e_lumo_ev": [-4.46, -7.93], "homo_lumo_gap_ev": [5.96, 3.52], "homo_energy_ev": [-10.41, -11.46], "species": ["Ir", "Ge", "P", "P", "P", "Si", "N", "N", "N", "N", "N", "C", "C", "C", "C", "C", "C", "C", "C", "C", "C", "C", "C", "C", "C", "C", "C", "C", "C", "C", "C", "C", "C", "C", "C", "C", "C", "C", "C", "C", "C", "C", "C", "C", "C", "C", "C", "C", "C", "C", "C", "C", "C", "C", "C", "C", "C", "C", "C", "H", "H", "H", "H", "H", "H", "H", "H", "H", "H", "H", "H", "H", "H", "H", "H", "H", "H", "H", "H", "H", "H", "H", "H", "H", "H", "H", "H", "H", "H", "H", "H", "H", "H", "H", "H", "H", "H", "H", "H", "H", "H", "H", "H", "H", "H", "H", "H", "H", "H", "H", "H", "H", "H", "H", "H", "H", "H", "H", "H", "H", "H", "H", "H", "H", "H", "H", "H", "H", "H", "H", "H", "H", "H"], "xyz": [[-0.269, 0.233, -0.198], [-0.027, 0.210, 2.569], [-1.882, -1.650, 0.557], [-1.173, 2.507, 0.346], [2.290, 0.162, 0.498], [-1.370, -0.707, -3.322], [0.080, 0.568, 4.805], [-1.338, -1.133, 3.256], [-0.060, -0.048, -2.352], [0.026, 2.499, 2.856], [1.719, -0.593, 3.026], [3.469, -0.521, -0.746], [-3.606, -1.869, -0.088], [4.182, 1.576, 2.186], [-2.240, -1.825, 2.366], [-4.463, -2.970, 0.550], [3.175, 1.671, -4.471], [-1.499, -1.291, 4.588], [-3.407, 3.980, 1.397], [-0.263, 2.920, 4.086], [1.476, 0.377, 5.172], [-0.614, -0.810, 6.805], [1.595, -0.131, -4.177], [0.363, -3.169, 0.960], [3.264, 2.804, 0.204], [1.076, 0.449, -3.006], [-0.407, 1.920, 5.112], [-1.281, -0.327, -5.146], [-0.943, -3.213, 0.175], [2.971, 1.732, 1.259], [-0.209, 3.352, 1.716], [2.872, -1.822, -1.306], [-1.320, 3.831, -0.963], [-2.889, 0.202, -2.674], [-3.102, 1.648, 2.229], [-1.502, -2.573, -3.155], [-1.271, 3.603, 6.603], [2.045, 0.852, 6.342], [4.911, -0.736, -0.287], [4.000, -0.496, 5.907], [-0.673, -0.525, 5.445], [-1.479, -1.732, 7.358], [2.623, 0.467, -4.889], [1.730, 1.595, -2.551], [-0.662, 3.459, -2.290], [2.595, -0.972, 1.932], [-0.964, 2.267, 6.315], [-2.905, 2.580, 1.033], [2.226, -0.415, 4.267], [3.311, 0.431, 6.707], [-2.414, -2.194, 5.183], [-1.640, -4.557, 0.375], [2.732, 2.222, -3.281], [-4.387, -0.551, 0.031], [-0.849, 5.221, -0.521], [-2.415, -2.386, 6.542], [3.481, -0.905, 4.705], [-0.495, 4.282, 4.442], [-0.981, 4.612, 5.681], [2.446, -2.006, 1.624], [-1.704, 3.852, 7.564], [4.508, 2.575, 2.487], [-3.135, -3.065, 6.984], [-3.463, -2.095, -1.145], [2.140, 2.076, 1.880], [4.037, 2.470, -0.490], [-3.109, -2.745, 4.565], [3.753, 0.792, 7.628], [-1.042, 5.930, -1.328], [-3.515, 2.210, 0.205], [-1.444, -1.929, 8.422], [-3.390, 4.674, 0.558], [-4.009, -3.953, 0.558], [3.392, -2.090, -2.226], [3.631, 3.709, 0.696], [5.030, 1.096, 1.701], [-0.910, -5.354, 0.219], [3.947, 1.034, 3.102], [-1.151, 5.650, 5.937], [5.471, -1.156, -1.124], [-0.820, 0.644, -5.345], [-0.508, -3.024, -3.058], [4.956, -0.883, 6.235], [3.935, 2.166, -5.060], [-1.065, 4.105, -3.074], [0.865, -2.232, 0.744], [-2.113, -2.897, -2.310], [-2.685, 0.646, -1.697], [3.640, -0.863, 2.210], [-0.693, -3.115, -0.881], [-3.798, 0.307, -0.273], [-1.172, 1.512, 7.059], [-1.967, -2.978, -4.060], [2.381, 3.074, -0.372], [0.737, 3.687, 1.278], [-0.780, 4.233, 1.991], [-2.557, 2.008, 3.106], [-1.369, 5.589, 0.365], [2.995, -2.649, -0.598], [3.169, 3.148, -2.922], [1.502, 1.545, 6.972], [1.811, -1.713, -1.542], [2.999, -0.006, -5.788], [4.987, -1.443, 0.543], [0.226, 5.234, -0.324], [-0.259, 5.066, 3.735], [-5.389, -3.041, -0.022], [1.351, 2.016, -1.633], [-4.722, -0.398, 1.062], [-4.159, 1.604, 2.499], [-2.844, 4.414, 2.230], [-3.260, -1.460, 2.524], [-2.763, 0.642, 1.995], [-2.303, -0.301, -5.541], [1.183, -1.074, -4.521], [-2.397, 3.860, -1.141], [-0.852, 2.422, -2.572], [3.469, 0.212, -1.544], [1.015, -3.994, 0.666], [-0.733, -1.081, -5.714], [-3.163, 1.010, -3.361], [4.026, -1.613, 4.095], [-4.445, 3.900, 1.724], [0.194, -3.237, 2.042], [-4.742, -2.711, 1.575], [0.108, -0.313, 7.440], [-2.439, -4.709, -0.350], [-2.248, -2.898, 2.579], [0.416, 3.617, -2.262], [-2.045, -4.682, 1.383], [-3.762, -0.457, -2.588], [-5.280, -0.590, -0.596], [5.404, 0.194, -0.009]]}

Record 2
{"formula": "C48H76BeNO22", "method": "ωB97M-V/def2-TZVPD", "total_charge": 1, "e_lumo_ev": -1.27, "homo_lumo_gap_ev": 8.62, "homo_energy_ev": -9.89, "species": ["O", "O", "O", "O", "O", "O", "O", "O", "O", "O", "O", "O", "O", "O", "O", "O", "O", "O", "O", "O", "O", "O", "N", "C", "C", "C", "C", "C", "C", "C", "C", "C", "C", "C", "C", "C", "C", "C", "C", "C", "C", "C", "C", "C", "C", "C", "C", "C", "C", "C", "C", "C", "C", "C", "C", "C", "C", "C", "C", "C", "C", "C", "C", "C", "C", "C", "C", "C", "C", "C", "C", "Be", "H", "H", "H", "H", "H", "H", "H", "H", "H", "H", "H", "H", "H", "H", "H", "H", "H", "H", "H", "H", "H", "H", "H", "H", "H", "H", "H", "H", "H", "H", "H", "H", "H", "H", "H", "H", "H", "H", "H", "H", "H", "H", "H", "H", "H", "H", "H", "H", "H", "H", "H", "H", "H", "H", "H", "H", "H", "H", "H", "H", "H", "H", "H", "H", "H", "H", "H", "H", "H", "H", "H", "H", "H", "H", "H", "H"], "xyz": [[1.516, -1.857, 4.839], [4.831, 5.344, -0.119], [3.553, 3.697, 0.810], [-0.418, 0.624, -2.992], [3.154, 2.862, -5.133], [0.437, 3.061, 1.088], [3.748, 0.665, -4.969], [-2.602, 3.474, -1.059], [-1.995, 4.657, -2.851], [1.508, -0.607, 0.685], [0.327, -2.784, -2.050], [-1.802, -3.114, 7.835], [-0.051, 5.161, 1.711], [-2.174, -1.820, 6.083], [1.398, -0.469, -3.238], [4.467, -2.370, -0.220], [-3.616, -0.494, 2.391], [1.786, -2.739, 2.814], [0.336, 4.698, -0.424], [-5.141, 0.772, 3.365], [2.916, -2.044, -1.729], [-0.093, 0.141, 2.004], [-0.992, -2.883, -2.495], [-1.065, 1.252, -5.268], [4.653, -3.210, 0.944], [5.433, 2.206, -4.602], [1.025, -3.698, 6.118], [-4.626, 0.120, 2.285], [0.520, 2.353, -0.181], [-1.973, 6.795, -1.909], [1.203, -0.064, 1.750], [4.000, 2.021, -4.954], [-3.322, -3.356, 4.702], [-2.540, -4.399, -3.785], [-5.394, 0.379, 1.077], [-6.333, 1.494, 3.004], [2.102, 0.385, 2.859], [-1.841, 6.048, -3.280], [0.428, 0.792, -5.133], [-2.962, -1.903, 4.919], [0.745, 3.519, -1.166], [4.222, 7.256, 1.142], [-1.868, -3.050, -1.237], [1.205, 1.041, 3.871], [-0.433, -3.411, -4.750], [-3.270, -3.347, -1.637], [4.915, 6.766, -0.118], [3.810, 4.869, 0.676], [0.275, 4.380, 0.891], [3.170, 6.140, 1.273], [-6.511, 1.294, 1.474], [-0.252, -5.304, -3.139], [4.833, -0.101, -4.519], [1.220, -2.204, 6.243], [-1.048, -4.026, -3.509], [2.494, -3.633, 0.031], [-1.356, -4.084, -0.150], [-3.377, -4.517, -2.536], [1.492, -2.881, 3.957], [-3.258, -3.945, 6.104], [3.571, -4.219, 0.888], [-1.868, -1.697, -0.601], [3.283, -2.654, -0.733], [-2.449, 4.548, -1.578], [-1.422, 1.474, -3.668], [5.827, 0.948, -3.873], [-0.141, 1.036, 3.135], [0.558, 0.239, -3.752], [0.755, -4.010, 4.728], [-2.676, 5.885, -0.988], [-2.400, -2.921, 6.805], [1.337, -1.709, -2.225], [0.642, -3.135, -4.560], [-0.429, -4.101, -5.582], [-0.788, -6.041, -2.520], [-4.397, -4.761, -2.832], [-0.298, -4.243, 0.001], [-3.894, -3.590, -0.762], [-3.705, 6.035, -1.008], [6.087, 2.232, -5.511], [-2.853, -4.956, 6.267], [-0.983, 0.774, 3.787], [1.120, 1.597, -5.211], [-1.751, 0.483, -5.678], [0.259, -1.638, 6.472], [2.074, -1.960, 6.844], [5.261, -0.642, -5.357], [-1.637, -5.140, -0.200], [3.733, 8.168, 0.829], [5.656, -3.691, 0.989], [-4.705, 0.902, 0.404], [1.944, -4.280, -0.542], [-0.280, -3.862, 4.423], [-2.571, -5.319, -4.357], [6.867, 0.653, -4.020], [1.803, -3.103, 0.641], [-0.978, -2.501, -4.928], [1.655, 1.992, 4.053], [-1.316, 2.539, -3.308], [0.672, -4.975, -2.686], [1.355, 1.626, -0.189], [0.676, 0.154, -5.944], [0.178, 3.541, -2.072], [-2.327, -1.444, 4.131], [4.873, 7.510, 2.001], [-6.073, 2.589, 3.236], [1.051, -5.028, 4.404], [-0.829, 6.077, -3.729], [-1.252, 2.169, -5.949], [-2.363, 5.806, 0.114], [3.961, -5.175, 0.477], [-2.492, 6.377, -4.061], [-3.868, -1.263, 5.040], [6.001, 7.033, -0.100], [-2.609, -1.617, 0.212], [4.595, -2.567, 1.823], [2.858, 5.929, 2.349], [-3.171, -5.436, -2.086], [2.270, 6.377, 0.777], [-6.350, 2.319, 1.050], [-2.681, -3.807, 4.026], [-0.909, -1.400, -0.121], [-0.310, 2.039, 2.792], [-4.290, -3.458, 4.284], [-5.668, -0.536, 0.599], [-2.920, -3.599, -4.473], [-0.972, 6.963, -1.518], [-2.405, 1.125, -3.393], [-3.798, -2.479, -2.148], [4.466, 7.239, -0.998], [-2.041, -0.856, -1.315], [1.813, 3.656, -1.459], [5.556, 1.021, -2.779], [2.765, 1.117, 2.370], [1.272, 0.629, 4.823], [1.955, -4.068, 6.519], [3.126, -4.510, 1.853], [-0.017, -5.914, -4.022], [-0.412, 1.937, -0.464], [2.682, -0.511, 3.199], [-1.630, -3.787, 0.818], [4.460, -0.837, -3.811], [-7.430, 0.870, 1.162], [-4.248, -3.977, 6.553], [-2.459, 7.724, -2.063], [-7.225, 1.024, 3.583], [0.270, -3.969, 6.864], [5.595, 3.079, -3.950]]}

Record 3
{"formula": "C48H76N4O24", "method": "ωB97M-V/def2-TZVPD", "total_charge": 0, "e_lumo_ev": -1.82, "homo_lumo_gap_ev": 7.11, "smiles": "O=C1C=C(O)C(=O)C=C1O.O=C1C=C(O)C(=O)C=C1O.O=C1C=C(O)C(=O)C=C1O.O=C1C=C(O)C(=O)C=C1O.COCCNCCOC.COCCNCCOC.COCCNCCOC.COCCNCCOC", "homo_energy_ev": -8.93, "species": ["O", "O", "O", "O", "O", "O", "O", "O", "O", "O", "O", "O", "O", "O", "O", "O", "O", "O", "O", "O", "O", "O", "O", "O", "N", "N", "N", "N", "C", "C", "C", "C", "C", "C", "C", "C", "C", "C", "C", "C", "C", "C", "C", "C", "C", "C", "C", "C", "C", "C", "C", "C", "C", "C", "C", "C", "C", "C", "C", "C", "C", "C", "C", "C", "C", "C", "C", "C", "C", "C", "C", "C", "C", "C", "C", "C", "H", "H", "H", "H", "H", "H", "H", "H", "H", "H", "H", "H", "H", "H", "H", "H", "H", "H", "H", "H", "H", "H", "H", "H", "H", "H", "H", "H", "H", "H", "H", "H", "H", "H", "H", "H", "H", "H", "H", "H", "H", "H", "H", "H", "H", "H", "H", "H", "H", "H", "H", "H", "H", "H", "H", "H", "H", "H", "H", "H", "H", "H", "H", "H", "H", "H", "H", "H", "H", "H", "H", "H", "H", "H", "H", "H"], "xyz": [[-8.723, 2.347, -4.779], [0.943, 1.284, 7.771], [2.880, -0.961, 8.220], [-1.302, 0.601, 3.064], [2.002, -2.593, -3.949], [1.961, 6.465, 7.054], [2.241, 5.515, 9.390], [1.463, -7.645, -7.086], [0.607, 4.444, -6.129], [-1.389, 1.586, -3.064], [0.740, 2.226, 5.276], [-3.416, 4.585, 4.634], [0.529, 2.733, -8.078], [2.224, 0.763, -0.908], [5.839, -2.663, 3.973], [-3.290, -0.409, -2.474], [-2.055, 1.483, 0.769], [-1.594, -0.291, -5.128], [3.060, -0.377, 1.379], [6.779, 1.242, 1.226], [4.162, -2.919, 0.023], [-5.870, -0.503, 2.666], [6.753, -2.747, 6.549], [2.219, -0.225, 5.531], [4.815, -0.366, -0.493], [-6.287, 1.545, -3.100], [2.280, -4.982, -5.718], [-4.404, 1.842, 2.456], [5.150, -2.117, 4.974], [1.830, 4.646, 8.460], [1.331, 4.404, 6.022], [-4.514, 0.121, -2.158], [-0.398, 0.647, 2.206], [-1.002, 1.879, -4.304], [3.296, -0.770, 5.704], [-5.453, 1.565, 1.501], [-2.825, -1.412, -1.577], [-1.053, 0.760, -5.405], [1.200, -3.728, -3.916], [1.702, 5.262, 7.065], [5.642, -2.302, 6.326], [-0.781, 1.150, 0.805], [3.069, -6.103, -6.178], [1.264, 2.476, 7.682], [1.862, -7.669, -8.420], [6.717, 2.236, 2.233], [3.770, -2.457, -1.290], [1.134, 3.056, 6.262], [-10.040, 2.743, -5.025], [1.281, -1.399, -3.580], [4.080, -1.361, 4.684], [-6.590, 2.751, -3.834], [1.368, 0.650, -0.041], [4.609, -1.233, -1.665], [1.791, 0.067, 1.347], [3.662, -1.184, 7.188], [1.724, 3.345, 8.746], [-0.425, 3.072, -4.513], [-5.608, 0.097, 1.394], [-0.035, 2.327, -6.868], [-4.763, -1.272, 3.142], [5.956, -0.808, 0.390], [-2.370, 4.772, 5.587], [4.699, -2.018, 7.408], [-0.472, 1.063, -6.662], [0.033, 1.188, -0.248], [0.062, 3.415, -5.824], [-8.062, 3.122, -3.805], [-4.470, 3.180, 3.014], [3.430, -4.040, 0.444], [2.503, -7.419, -6.166], [0.912, 0.108, 2.418], [6.138, 0.011, 1.634], [-3.237, 3.393, 3.912], [-4.824, 1.258, -3.134], [1.997, -4.982, -4.278], [4.973, -2.324, 8.415], [0.755, -3.772, -2.858], [-4.365, 0.564, -1.152], [-2.361, 3.486, 3.309], [-3.079, 2.552, 4.561], [-6.718, 0.702, -3.510], [-10.278, 3.733, -5.382], [5.833, -1.829, 0.617], [-4.751, -0.310, 0.943], [7.390, 3.092, 2.043], [1.007, 4.643, 4.963], [3.617, -0.328, 0.501], [2.019, -0.625, -3.655], [6.535, -3.148, 4.404], [-1.997, 0.841, -3.014], [7.019, 1.718, 3.181], [2.436, -3.719, 0.777], [-2.503, 1.410, 1.677], [-4.774, -1.371, 4.253], [0.530, -1.128, -4.323], [-0.563, 0.364, -7.482], [-10.640, 2.471, -4.149], [3.842, -1.130, 3.679], [-4.786, -2.221, 2.649], [-4.333, 2.203, -2.768], [2.713, -2.264, -1.312], [-6.262, 2.915, -4.873], [3.351, -4.832, -0.322], [-5.297, 2.142, 0.575], [3.573, -5.836, -7.120], [0.778, 3.687, -7.988], [-5.329, -0.699, -2.148], [3.833, -3.254, -2.040], [0.962, -7.732, -9.016], [5.140, 0.246, 1.997], [-4.516, 1.074, -4.162], [-2.350, 4.044, 6.418], [-6.064, 3.546, -3.247], [-8.238, 4.208, -3.942], [5.494, -1.686, -2.086], [0.713, 1.331, 5.638], [1.135, -0.111, 3.477], [-0.161, 3.721, -3.681], [-2.603, 5.791, 5.934], [-3.213, -2.419, -1.780], [-6.363, 1.991, 1.953], [-4.421, 3.850, 2.165], [1.406, -4.963, -6.250], [2.906, -5.019, -3.730], [3.305, -8.120, -6.358], [4.019, -4.478, 1.272], [0.316, -3.592, -4.562], [1.804, 2.902, 9.709], [-1.709, -1.422, -1.701], [-8.450, 2.894, -2.791], [-10.475, 2.118, -5.797], [0.750, -1.530, -2.629], [-4.345, 1.174, 3.199], [2.251, 6.372, 8.898], [5.693, 2.542, 2.500], [6.918, -0.692, -0.110], [-3.083, -1.169, -0.538], [-5.442, 3.403, 3.558], [-1.389, 4.783, 5.046], [-6.438, -0.081, 0.686], [-3.835, -0.794, 2.802], [3.980, -6.134, -5.553], [2.381, -6.767, -8.765], [1.371, -5.791, -3.828], [6.703, -0.520, 2.417], [4.001, -0.782, -2.461], [2.468, -8.553, -8.638], [4.830, 0.601, -0.795], [2.188, -0.284, 7.965], [2.024, -7.611, -5.167], [-0.282, 1.457, -1.232]]}

What are the DFT total energy values for these records? In order: -153513.40744 -97942.60881 -106099.33415 eV.